ORCA calculation (wB97M-V/def2-TZVPD) on an isolated molecule of C24H35N3O4.

* total energy: -1400.82038 a.u.
* energy above the lowest of the compared OMol25 structures with the same formula, charge and spin: 32.9 kcal per mole

Geometry (Å):
C -7.5225 -2.0164 1.1804
C -6.3220 -1.1384 0.9985
C -6.4496 0.1958 0.6385
C -5.3421 1.0019 0.4588
C -4.0597 0.4866 0.6326
N -2.9229 1.2980 0.4640
C -1.6456 0.8936 1.0255
C -0.6288 1.9638 0.5943
C 0.5123 1.4217 -0.2617
O 1.6511 1.4828 0.1817
N 0.2828 0.9162 -1.4908
C -0.9712 0.6580 -2.1594
C -1.2443 -0.8569 -2.2449
C 0.0763 -1.6343 -2.1741
C 0.4531 -1.8634 -0.7029
O -0.3798 -1.8201 0.1846
N 1.7370 -2.1807 -0.4713
C 2.2714 -2.3610 0.8616
C 3.2142 -1.2269 1.2634
C 4.4944 -1.2044 0.4142
O 5.5776 -0.5618 1.0353
C 5.7511 0.8251 0.7796
C 7.1900 1.1440 1.1795
C 4.7677 1.7113 1.5452
C 1.1276 -0.8581 -2.9702
C 1.4296 0.4693 -2.2662
C -1.4691 3.0593 -0.0635
C -2.8803 2.4963 -0.1769
O -3.7864 3.0446 -0.7656
C -3.9217 -0.8529 0.9959
C -5.0403 -1.6447 1.1714
H -7.4038 -2.6555 2.0533
H -8.4245 -1.4212 1.2991
H -7.6512 -2.6608 0.3101
H -7.4337 0.6200 0.4999
H -5.4721 2.0328 0.1774
H -1.7296 0.8447 2.1164
H -1.3452 -0.0929 0.6682
H -0.1169 2.3583 1.4760
H -0.8891 1.0765 -3.1698
H -1.7978 1.1552 -1.6655
H -1.8815 -1.1771 -1.4202
H -1.7653 -1.0758 -3.1769
H -0.0641 -2.6292 -2.6113
H 2.3992 -2.1966 -1.2280
H 2.7934 -3.3229 0.9063
H 1.4137 -2.3881 1.5368
H 2.6865 -0.2771 1.1809
H 3.5067 -1.3700 2.3039
H 4.3003 -0.7475 -0.5682
H 4.8323 -2.2377 0.2563
H 5.6270 1.0034 -0.3032
H 7.4297 2.1746 0.9340
H 7.3116 0.9922 2.2483
H 7.8766 0.4830 0.6573
H 5.0845 2.7485 1.4706
H 3.7623 1.6345 1.1433
H 4.7560 1.4228 2.5933
H 2.0490 -1.4258 -3.1082
H 0.7199 -0.6736 -3.9665
H 1.6909 1.2408 -3.0014
H 2.2640 0.3717 -1.5686
H -1.5147 3.9589 0.5528
H -1.1036 3.3620 -1.0451
H -2.9499 -1.2958 1.1399
H -4.9104 -2.6804 1.4514